C46H56AlGeNO6S2SeSi | wB97M-V/def2-TZVPD

Properties
Gap between HOMO and LUMO, eV: 8.519
LUMO level, eV: -0.19
HOMO, eV: -8.71
Energy above the lowest of the compared OMol25 structures with the same formula, charge and spin, kJ/mol: 0.0

Geometry as ORCA input:
```
! RIJCOSX wB97M-V def2-TZVPD def2/J DEFGRID3
* xyz 0 1
Al -1.820 1.894 -0.689
C 1.978 0.126 -3.994
C 2.100 0.350 -2.490
C 1.845 -0.943 -1.729
C 3.499 0.871 -2.159
O 1.060 1.287 -2.076
Si 1.093 2.930 -2.135
S -0.872 3.616 -1.692
O 1.526 3.316 -3.660
C 1.946 4.550 -4.271
C 1.550 4.440 -5.735
C 3.460 4.648 -4.124
C 1.265 5.756 -3.631
O 2.197 3.622 -1.165
C 2.335 3.976 0.215
C 3.831 4.024 0.489
C 1.707 5.347 0.436
C 1.654 2.933 1.096
H 2.768 -0.551 -4.328
H 2.071 1.074 -4.525
H 1.011 -0.318 -4.242
H 2.750 -1.554 -1.712
H 1.050 -1.538 -2.189
H 1.551 -0.730 -0.703
H 4.240 0.118 -2.432
H 3.585 1.076 -1.091
H 3.721 1.790 -2.705
H 2.013 3.560 -6.185
H 1.873 5.327 -6.283
H 0.466 4.346 -5.822
H 3.946 3.822 -4.649
H 3.728 4.596 -3.067
H 3.827 5.591 -4.536
H 0.182 5.619 -3.616
H 1.494 6.659 -4.200
H 1.608 5.895 -2.602
H 4.312 4.743 -0.177
H 4.279 3.043 0.322
H 4.017 4.323 1.523
H 2.250 6.108 -0.131
H 1.736 5.613 1.494
H 0.668 5.339 0.103
H 2.015 1.928 0.857
H 0.573 2.957 0.944
H 1.865 3.136 2.148
Se -4.096 2.622 -0.282
C -4.506 0.971 0.384
N -4.779 -0.075 0.791
O -2.005 0.504 -1.791
S -1.522 -0.395 -2.914
C -1.858 -2.044 -2.336
C -1.372 -3.078 -3.123
C -1.712 -4.378 -2.791
C -2.509 -4.624 -1.678
C -2.945 -3.575 -0.880
C -2.618 -2.265 -1.204
C -2.815 -0.240 -4.132
C -2.448 -0.256 -5.467
C -3.442 -0.172 -6.433
C -4.769 -0.054 -6.049
C -5.115 -0.016 -4.700
C -4.136 -0.113 -3.727
H -0.744 -2.873 -3.985
H -1.347 -5.199 -3.395
H -2.779 -5.642 -1.426
H -3.540 -3.764 0.004
H -2.949 -1.448 -0.575
H -1.403 -0.326 -5.749
H -3.178 -0.184 -7.483
H -5.543 0.018 -6.803
H -6.152 0.086 -4.407
H -4.389 -0.081 -2.674
O -0.159 -0.559 1.207
C -0.640 0.477 1.610
O -1.241 1.353 0.832
C -0.680 0.858 3.067
C 0.293 0.098 3.966
Ge -0.012 -1.840 4.162
C 0.632 -3.116 2.834
C -0.131 -4.236 2.515
C 0.373 -5.219 1.669
C 1.641 -5.083 1.124
C 2.409 -3.964 1.431
C 1.908 -2.993 2.284
C 0.927 -2.381 5.799
C 0.804 -3.698 6.252
C 1.527 -4.148 7.347
C 2.397 -3.286 8.006
C 2.531 -1.976 7.570
C 1.799 -1.529 6.475
C -1.940 -2.052 4.374
C -2.764 -2.043 3.245
C -4.147 -2.076 3.373
C -4.723 -2.124 4.636
C -3.916 -2.136 5.766
C -2.534 -2.096 5.635
H -1.715 0.694 3.386
H -0.508 1.934 3.132
H 0.180 0.491 4.979
H 1.324 0.280 3.652
H -1.127 -4.349 2.933
H -0.225 -6.093 1.439
H 2.036 -5.849 0.467
H 3.397 -3.852 1.002
H 2.518 -2.128 2.524
H 0.134 -4.380 5.737
H 1.421 -5.172 7.683
H 2.970 -3.638 8.855
H 3.209 -1.302 8.080
H 1.911 -0.500 6.148
H -2.325 -2.005 2.251
H -4.766 -2.049 2.485
H -5.801 -2.148 4.739
H -4.365 -2.174 6.752
H -1.908 -2.104 6.522
*
```